7
Properties=species:S:1:pos:R:3:lowdin_charge:R:1 method="wB97M-V/def2-TZVPD" lumo_energy_ev=-3.272 gap_ev=11.4 total_charge=+1
Rb 2.151 1.467 -0.342 1.38
Rb -2.358 -1.759 -0.199 1.33
Cl -0.016 0.028 0.122 0.64
O -1.281 -0.508 0.737 -0.84
O -0.024 0.704 -1.134 -0.46
O 0.610 1.122 0.930 -0.71
O 0.917 -1.054 -0.114 -0.35